Entry 1:
{"formula": "C12H17N", "method": "ωB97M-V with the def2-TZVPD basis set", "species": ["C", "H", "H", "H", "C", "H", "H", "N", "H", "C", "H", "C", "H", "C", "H", "H", "C", "C", "C", "C", "C", "H", "H", "H", "C", "H", "H", "H", "H", "C"], "positions_angstrom": [[1.49, -1.43, -1.25], [0.70, -3.06, -2.50], [2.02, -1.63, -0.32], [3.01, -0.08, -1.92], [-0.27, 0.12, 1.59], [-0.66, -1.94, 1.59], [0.69, -3.38, -0.81], [-1.00, -1.02, 1.35], [1.17, 3.69, 1.66], [0.90, 0.36, 2.31], [-1.03, 3.19, 0.44], [2.46, -0.93, -2.30], [-3.91, 0.75, -0.85], [-2.16, 0.64, 0.39], [2.31, 1.92, 2.78], [1.47, -0.40, 2.82], [0.71, 2.72, 1.70], [1.39, 1.64, 2.29], [0.54, -2.58, -1.53], [-3.08, 1.36, -0.53], [-1.00, 1.18, 1.03], [1.97, -0.73, -3.25], [3.20, -1.72, -2.45], [-3.51, 2.30, -0.18], [-0.46, 2.48, 1.03], [-2.75, -1.44, 0.15], [-2.53, 1.60, -1.45], [0.91, -0.60, -0.79], [-0.51, -2.29, -1.54], [-2.08, -0.70, 0.58]], "mulliken_charge": [0.266, 0.420, 0.268, 0.345, -0.550, 0.246, 0.268, 0.093, 0.382, -0.703, 0.357, -1.336, 0.392, 0.734, 0.379, 0.384, -0.727, -0.324, -1.091, -1.480, 0.991, 0.354, 0.325, 0.354, -0.370, 0.414, 0.289, -0.021, 0.216, -0.874], "e_above_lowest_ev": 0.550, "homo_lumo_gap_ha": 0.321, "total_charge": 0, "mol_weight_g_mol": 175.28, "lumo_ev": 0.887, "total_energy_ha": -522.2001, "multiplicity": 1}



Entry 2:
{"formula": "C12H17N", "method": "ωB97M-V with the def2-TZVPD basis set", "species": ["H", "H", "H", "H", "H", "C", "C", "H", "H", "C", "H", "H", "C", "H", "H", "H", "C", "H", "C", "H", "C", "C", "N", "C", "C", "C", "H", "H", "C", "H"], "positions_angstrom": [[-1.16, 0.71, -1.78], [-2.18, 4.35, -0.40], [-0.70, 0.09, 1.35], [0.04, 5.36, 1.26], [2.04, -2.57, -2.35], [0.42, -1.98, 0.31], [1.49, -0.80, -1.29], [1.84, -4.80, -0.89], [-2.02, -0.13, -0.53], [-1.40, 0.60, -0.74], [0.73, -5.75, 1.15], [0.61, 4.14, 0.08], [-1.29, 5.03, -0.60], [2.01, -0.02, -2.02], [-0.41, -1.85, 2.23], [-1.51, 5.99, -0.74], [0.80, -4.65, 0.98], [-0.90, 4.03, 1.26], [1.23, -4.24, -0.30], [-0.80, 4.85, -1.61], [0.68, -0.70, -0.16], [0.02, -2.51, 1.57], [1.71, -2.14, -1.54], [-0.26, 0.45, 0.32], [0.17, -3.81, 1.92], [1.04, -2.85, -0.55], [0.38, 1.29, 0.45], [-0.07, -4.18, 2.85], [-0.37, 4.57, 0.57], [-2.14, 1.52, -0.81]], "lowdin_spin": [0.001, 0.000, 0.001, 0.000, 0.002, 0.022, 0.230, 0.000, 0.000, 0.018, 0.005, 0.000, 0.000, 0.003, 0.005, 0.000, 0.141, 0.000, 0.047, 0.000, 0.222, 0.112, 0.127, 0.016, 0.000, 0.043, 0.004, -0.003, 0.000, 0.003], "e_above_lowest_ev": 3.332, "homo_lumo_gap_ha": [0.346, 0.234], "total_charge": 1, "mol_weight_g_mol": 175.28, "lumo_ev": [-3.711, -7.123], "total_energy_ha": -521.8202, "s2": 0.772, "multiplicity": 2}



Entry 3:
{"formula": "C12H17N2", "method": "ωB97M-V with the def2-TZVPD basis set", "species": ["C", "H", "H", "C", "H", "H", "C", "H", "H", "H", "H", "C", "H", "H", "N", "H", "N", "H", "C", "C", "C", "H", "C", "C", "H", "H", "H", "C", "C", "H", "C"], "positions_angstrom": [[-1.32, 2.16, 0.06], [-3.15, 2.07, 1.13], [0.38, -0.49, 1.31], [-4.07, -0.25, 0.79], [-1.18, 3.26, 0.09], [-1.70, 0.23, -1.54], [-2.52, 1.56, 0.44], [4.72, -0.60, -1.90], [-4.00, -1.29, 0.68], [-5.09, 0.10, 0.49], [-1.68, -2.56, -0.87], [3.81, 1.08, 0.78], [-3.83, -0.06, 1.94], [2.03, 1.00, 1.83], [-2.97, 0.33, 0.03], [-1.72, -1.75, 0.78], [-0.06, -1.55, -0.46], [4.11, 1.98, 1.46], [4.15, -0.32, -1.05], [-1.45, -1.67, -0.31], [2.13, -0.46, 0.15], [-3.14, -1.13, -1.46], [0.74, -0.81, 0.28], [2.92, -0.88, -0.90], [2.47, -1.43, -1.62], [5.57, 1.11, -0.28], [0.43, -1.96, -1.28], [4.69, 0.62, -0.13], [2.62, 0.54, 0.96], [-0.51, 1.67, -0.44], [-2.37, -0.50, -0.96]], "mulliken_charge": [-1.060, 0.427, 0.274, -1.120, 0.266, 0.386, 0.290, 0.402, 0.414, 0.267, 0.322, -0.369, 0.375, 0.214, 0.112, 0.364, -0.016, 0.279, -0.498, -0.572, 1.024, 0.364, -0.048, -0.572, 0.418, 0.475, 0.253, -0.685, -0.323, 0.151, -0.814], "e_above_lowest_ev": 2.928, "homo_lumo_gap_ha": 0.219, "total_charge": 1, "mol_weight_g_mol": 189.28, "lumo_ev": -4.858, "total_energy_ha": -576.6212, "multiplicity": 1}



Entry 4:
{"formula": "C12H17N2", "method": "ωB97M-V with the def2-TZVPD basis set", "species": ["H", "H", "C", "H", "H", "C", "C", "H", "C", "C", "H", "H", "H", "H", "N", "C", "C", "C", "H", "C", "H", "H", "H", "H", "C", "C", "H", "H", "C", "N", "H"], "positions_angstrom": [[-3.06, -1.98, 1.44], [1.01, 0.27, 2.04], [-1.65, 0.58, -0.26], [3.42, -0.46, 0.56], [-2.25, -3.23, -0.56], [1.27, -0.69, 0.23], [-1.66, -1.37, -1.63], [0.90, 1.47, -1.39], [1.75, -1.97, 0.89], [0.92, 2.24, -0.67], [1.33, 3.16, -1.10], [-1.09, 0.68, -2.29], [-1.55, -2.03, -2.45], [0.57, -0.83, -0.61], [0.89, 0.52, 0.98], [-1.46, -0.02, -1.49], [-2.48, -1.44, 0.63], [-1.49, 2.08, -0.30], [1.80, -2.06, 1.91], [-2.27, -0.11, 0.82], [2.62, 1.77, 0.42], [-0.05, 0.70, 0.73], [1.40, 2.63, 1.29], [-2.32, 2.67, -0.08], [2.70, -1.05, 0.11], [-2.17, -2.10, -0.55], [-2.67, 0.33, 1.70], [3.07, -1.41, -0.91], [1.53, 1.80, 0.60], [-0.42, 2.79, -0.50], [1.41, -2.94, 0.43]], "mulliken_charge": [0.335, 0.448, 0.276, 0.334, 0.384, 0.197, -0.635, 0.369, -0.774, -0.701, 0.390, 0.401, 0.449, 0.163, 0.205, -0.271, -0.279, -0.322, 0.264, -0.391, 0.324, -0.246, 0.390, 0.543, -0.539, -0.426, 0.555, 0.209, -0.372, -0.500, 0.218], "e_above_lowest_ev": 3.118, "homo_lumo_gap_ha": 0.371, "total_charge": 1, "mol_weight_g_mol": 189.28, "lumo_ev": -3.004, "total_energy_ha": -576.6142, "multiplicity": 1}